[1]
This record from the Open Molecules 2025 dataset describes C4H11B2BrN2O3 as an isolated structure. The level of theory is the ωB97M-V functional and the def2-TZVPD basis.

Last column: natural (NBO) charge in e.
Element x y z (Å)
N -2.4191 -1.4330 -0.3981  -1.04
B -0.9417 -1.4380 -0.1736  1.06
O -0.3891 -2.6044 0.4250  -0.89
C -0.1002 -0.1289 -0.5769  -0.56
C 1.0331 -0.2336 -1.6923  -0.54
C 1.5861 1.2259 -1.4970  0.30
N 1.4139 1.6697 -0.2654  -0.46
C 0.8017 0.5730 0.5110  -0.41
B 0.2533 0.8117 1.9977  1.15
O 0.3011 -0.2386 2.9479  -0.93
O -0.2517 2.0613 2.3917  -0.88
H -2.8171 -1.6758 0.5181  0.36
H -2.7079 -0.4590 -0.5277  0.38
H -1.0439 -2.9175 1.0590  0.48
H -0.7790 0.6585 -0.9826  0.25
H 1.8093 -1.0314 -1.5434  0.25
H 0.5857 -0.2160 -2.8072  0.30
H 2.0654 1.8953 -2.2379  0.23
H 1.6645 2.5957 0.0688  0.44
H 1.6588 -0.1547 0.5966  0.24
H -0.3568 -0.9191 2.7739  0.50
H -0.4987 1.9766 3.3233  0.50
Br -0.8678 -0.0180 -3.9108  -0.76

## Properties
- E_HOMO: -7.2 eV
- Multiplicity: 1

[2]
This record from the Open Molecules 2025 dataset describes C4H11BBeCl9 as an isolated structure. The level of theory is the ωB97M-V functional and the def2-TZVPD basis.

Last column: natural (NBO) charge in e.
Element x y z (Å)
Be -2.2555 -0.5372 0.8393  1.64
B -0.3884 -0.3689 0.0914  -1.07
H -0.5084 -0.0538 1.1164  0.00
H 0.6332 -0.2660 -0.2402  0.13
H -0.7146 -1.3966 0.0504  0.04
H -1.1009 0.2570 -0.4232  -0.02
C 1.2990 -0.0811 2.5974  -0.30
Cl 2.6950 -0.1143 3.7269  0.05
Cl -0.1827 0.1589 3.5296  0.00
Cl 1.2238 -1.5105 1.5897  0.10
H 1.4259 0.8396 2.0279  0.22
C 1.3719 -2.7573 -0.3473  -0.46
Cl 1.1458 -3.4766 -1.9726  -0.02
Cl 1.4948 -3.9827 0.8478  0.04
H 2.3755 -2.3430 -0.4426  0.23
H 0.6801 -1.9899 0.0001  0.21
C -2.2558 1.4905 -2.1478  -0.35
Cl -2.7159 1.6218 -0.3405  -0.03
Cl -2.1857 -0.1284 -2.9441  0.06
H -2.9675 2.1236 -2.6777  0.26
H -1.3175 2.0424 -2.2034  0.23
C 0.4609 1.9852 -0.6035  -0.40
Cl -0.8275 2.6923 0.5049  -0.05
Cl 1.5780 3.1733 -1.2250  0.06
H 1.0076 1.2767 0.0188  0.22
H 0.0287 1.3450 -1.3726  0.21

## Properties
- Energy above the lowest of the compared OMol25 structures with the same formula, charge and spin: 5.499 eV
- E_HOMO: -13.0 eV
- Charge: +1
- Multiplicity: 1

[3]
This record from the Open Molecules 2025 dataset describes C4H11BClF4HgSc as an isolated structure. The level of theory is the ωB97M-V functional and the def2-TZVPD basis.

Last column: natural (NBO) charge in e.
Element x y z (Å)
Sc -0.3284 0.8665 0.8507  1.56
Cl -0.4464 3.1421 0.6078  -0.60
C -2.3293 0.0895 0.4994  -1.24
H -2.5460 -0.7698 1.1476  0.20
H -2.4625 -0.2177 -0.5450  0.22
H -3.0473 0.8884 0.7300  0.19
Hg 0.2571 -0.3658 -2.8880  1.23
C 2.2882 0.5458 -3.1567  -1.39
C -0.9220 -0.4488 -4.6377  -1.24
C 0.7673 -0.4894 -0.8260  -1.56
H -1.4058 -1.4321 -4.6915  0.18
H -1.6776 0.3447 -4.6022  0.19
H -0.2615 -0.3004 -5.5006  0.17
H 3.0440 -0.1802 -2.8269  0.17
H 2.4101 0.7758 -4.2265  0.15
H 2.3446 1.4613 -2.5545  0.18
H 0.5254 -1.5109 -0.4566  0.18
H 1.8715 -0.4101 -0.7752  0.17
F 1.3824 0.1926 2.0386  -0.53
B 0.4109 -0.4761 2.9710  1.35
F -0.6751 0.5694 2.9859  -0.54
F -0.1283 -1.5472 2.2500  -0.52
F 0.9324 -0.7259 4.1788  -0.53

## Properties
- E_HOMO: 1.2 eV
- Charge: -2
- Multiplicity: 1

[4]
This record from the Open Molecules 2025 dataset describes C4H11BClF4NdRh as an isolated structure. The level of theory is the ωB97M-V functional and the def2-TZVPD basis.

Last column: Mulliken spin population.
Element x y z (Å)
Nd 0.0748 -1.1838 -0.9945  3.26
Cl 0.8721 -2.2529 -3.2071  0.00
C 1.9563 0.1179 0.0619  0.04
H 2.1207 -0.3824 1.0368  -0.03
H 2.1865 1.1915 0.1577  0.01
H 2.7724 -0.2753 -0.6018  0.03
Rh -0.1043 1.4083 0.1715  2.42
C -2.0833 0.7186 -0.5018  0.23
C 0.3188 1.5852 -1.8962  0.12
C -0.2058 1.9770 1.9585  0.84
H 1.0090 2.4298 -1.8607  0.02
H 0.7952 0.7808 -2.4901  -0.01
H -0.6339 1.9075 -2.3848  -0.01
H -2.6157 0.4375 0.4307  -0.01
H -2.5466 1.6487 -0.8674  -0.01
H -2.3272 -0.0792 -1.2511  0.03
H 0.5158 2.6033 2.5800  0.02
H -1.0029 1.5593 2.6471  0.06
F -1.2808 -2.0682 0.7986  0.00
B -0.2245 -2.8930 1.5091  -0.01
F -0.7636 -4.0788 1.8543  0.00
F 0.8031 -3.0661 0.3869  0.00
F 0.3639 -2.0860 2.4622  0.00

## Properties
- Energy above the lowest of the compared OMol25 structures with the same formula, charge and spin: 0.000 eV
- E_HOMO (alpha / beta): -2.3 / -5.2 eV
- Charge: -1
- Multiplicity: 8

[5]
This record from the Open Molecules 2025 dataset describes one molecule with the formula C4H11BO2. The level of theory is the ωB97M-V functional and the def2-TZVPD basis.

Last column: natural (NBO) charge in e.
Element x y z (Å)
C 2.1125 -0.2331 -0.8441  -1.03
B 0.9777 -0.4511 0.1830  1.00
O 1.2314 -0.9224 1.4086  -0.91
C -0.5551 0.0917 -0.1084  -0.04
C -0.8592 1.4854 0.5429  -0.62
C -1.5735 -0.9899 0.2516  -0.64
O -0.6733 0.2692 -1.5870  -0.75
H 2.2779 0.8768 -0.9705  0.25
H 1.5947 -0.4710 -1.7853  0.27
H 2.9870 -0.7930 -0.5556  0.22
H 2.0979 -1.1293 1.9003  0.52
H -0.0227 1.8319 1.1371  0.21
H -1.6900 1.4398 1.2194  0.20
H -0.9838 2.1874 -0.1540  0.21
H -2.6008 -0.7293 0.3058  0.20
H -1.3909 -1.7704 -0.4686  0.22
H -1.3827 -1.2193 1.2896  0.22
H -1.5467 0.5267 -1.7649  0.46

## Properties
- Energy above the lowest of the compared OMol25 structures with the same formula, charge and spin: 2.343 eV
- SMILES: CB(O)C(C)(C)O
- E_HOMO: -9.9 eV
- Multiplicity: 1

[6]
This record from the Open Molecules 2025 dataset describes C4H11CeO2 as an isolated structure. The level of theory is the ωB97M-V functional and the def2-TZVPD basis.

Last column: Mulliken spin population.
Element x y z (Å)
C -3.4624 -1.2988 0.0903  0.02
H -3.3169 -2.3277 -0.2716  0.00
H -3.8253 -1.4945 1.1112  -0.01
H -4.1867 -0.5501 -0.2646  0.00
Ce -0.7743 0.3949 1.7258  2.06
O -0.9066 0.1024 -0.4555  -0.04
H -2.4256 -0.8306 -0.6394  0.00
C 2.6583 1.0007 1.2727  -0.01
O 1.4815 0.4846 0.6792  -0.04
C 1.4228 0.6221 -0.7400  -0.01
C 0.2295 -0.1883 -1.2150  0.00
H 2.5820 0.8357 2.3534  -0.01
H 3.5367 0.4657 0.8837  0.00
H 2.7540 2.0774 1.0662  0.01
H 2.3564 0.2437 -1.1852  0.01
H 1.3176 1.6908 -0.9922  0.01
H 0.4818 -1.2633 -1.1329  0.00
H 0.0772 0.0353 -2.2861  0.00

## Properties
- E_HOMO (alpha / beta): -10.0 / -12.7 eV
- Charge: +1
- Multiplicity: 3

[7]
This record from the Open Molecules 2025 dataset describes one molecule with the formula C4H11F3N2P2. The level of theory is the ωB97M-V functional and the def2-TZVPD basis.

Last column: Mulliken spin population.
Element x y z (Å)
C -2.4165 -1.3122 1.1190  0.36
C 1.8185 0.7852 -0.2088  0.02
C 0.3055 -0.2615 -1.8346  0.02
C -0.6745 1.1403 1.8093  0.11
N -2.5593 0.8646 -0.7993  1.05
N 0.5098 0.7761 -0.8423  0.01
F -4.0630 0.7234 1.3505  0.01
F -4.6590 -0.3666 -0.6158  0.00
F -0.5910 2.9395 -0.1714  -0.01
P -3.2655 -0.1394 0.2231  -0.04
P -0.7610 1.3606 0.0195  0.51
H -3.0759 -1.9303 1.7149  0.00
H -1.7704 -1.8940 0.4729  0.00
H 2.5819 0.8735 -0.9798  0.00
H 1.8981 1.6467 0.4498  0.00
H 2.0091 -0.1297 0.3603  0.00
H 0.4945 -1.2590 -1.4270  -0.01
H -0.7232 -0.2023 -2.1839  -0.01
H 0.9810 -0.0899 -2.6752  0.00
H -1.2590 0.2118 1.9884  -0.01
H 0.3491 1.0337 2.1552  -0.02
H -1.1584 1.9858 2.2929  0.00

## Properties
- Energy above the lowest of the compared OMol25 structures with the same formula, charge and spin: 0.000 eV
- E_HOMO (alpha / beta): -5.4 / -8.8 eV
- Multiplicity: 3

[8]
This record from the Open Molecules 2025 dataset describes a 2-piece molecular cluster, C4H11F3OSi2 overall. The level of theory is the ωB97M-V functional and the def2-TZVPD basis.

Last column: natural (NBO) charge in e.
Element x y z (Å)
C -2.0464 0.2711 -0.6450  -0.71
C 0.1558 1.4864 -1.3239  -0.71
C -0.8503 0.4069 -1.5172  0.49
C 0.3392 -1.6598 -0.9318  0.27
O 0.7586 -0.4288 1.4865  -1.28
F -1.1055 0.1521 -2.8201  -0.35
F 0.8133 -2.0494 -2.1343  -0.35
F -0.7075 -2.4621 -0.6393  -0.36
Si 0.5630 0.4494 2.8352  1.26
Si 1.6093 -1.2978 0.4148  1.38
H -1.7507 0.2972 0.4000  0.24
H -2.5509 -0.6718 -0.8495  0.24
H -2.7542 1.0818 -0.8378  0.22
H -0.2280 2.4219 -1.7436  0.22
H 1.0800 1.2464 -1.8477  0.24
H 0.3598 1.6239 -0.2665  0.23
H -0.7157 1.1215 2.6146  -0.21
H 1.6685 1.4024 2.9194  -0.21
H 0.5537 -0.4682 3.9674  -0.20
H 2.6459 -0.4611 -0.1824  -0.20
H 2.1619 -2.4621 1.1013  -0.20

## Properties
- Energy above the lowest of the compared OMol25 structures with the same formula, charge and spin: 1.343 eV
- E_HOMO (alpha / beta): -7.8 / -7.9 eV
- Multiplicity: 1